Run 1
Computed, not measured: the molecule C3H4N2S, with the ωB97M-V functional and the def2-TZVPD basis.

Values from the calculation:
LUMO energy, eV: 0.424
2S+1: 1
Orbital gap, hartree: 0.357
E_HOMO, eV: -9.28
Molecular weight, g mol⁻¹: 100.1

Geometry (Å):
C1 -1.0894 -0.3574 -0.1360
C2 -0.1599 0.5341 -0.8806
C3 0.7748 -0.6299 1.1242
N1 -0.6391 -0.8796 0.9170
N2 -0.5203 1.3590 -1.7317
S1 1.4554 0.5028 -0.2134
H1 -2.1655 -0.5732 -0.2612
H2 0.8320 -0.3172 2.1379
H3 1.4017 -1.6445 1.2080
H4 0.1103 2.0059 -2.1643


Run 2
Computed, not measured: the molecule C3H4N2S, with the ωB97M-V functional and the def2-TZVPD basis.

Values from the calculation:
LUMO energy (spin up / spin down), eV: -0.745 / -0.749
2S+1: 1
Orbital gap (spin up / spin down), hartree: 0.286 / 0.286
E_HOMO (spin up / spin down), eV: -8.54 / -8.54
Molecular weight, g mol⁻¹: 100.1

Geometry (Å):
C1 -0.4082 0.8280 0.3565
C2 -0.8130 1.9226 -0.2867
C3 0.4323 -1.1238 1.6719
N1 -0.2348 0.3522 -2.6002
N2 -0.1343 0.0939 1.2696
S1 -0.6658 1.7397 -1.9377
H1 0.3053 -1.4720 2.6748
H2 0.0568 -1.9584 0.9187
H3 1.5619 -0.9899 1.4185
H4 -0.1002 0.6077 -3.4853


Run 3
Computed, not measured: a 2-piece molecular cluster, C3H4N2S overall, with the ωB97M-V functional and the def2-TZVPD basis.

Values from the calculation:
LUMO energy, eV: -1.091
2S+1: 1
Orbital gap, hartree: 0.290
E_HOMO, eV: -8.98
Molecular weight, g mol⁻¹: 100.1

Geometry (Å):
C1 0.6285 0.7628 -0.0956
C2 0.4771 0.6028 1.2537
C3 -0.4137 -1.1996 0.4161
H1 -1.0050 1.0635 -2.0924
H2 0.8897 1.4751 -0.7260
H3 0.7073 1.2891 2.1944
H4 -0.6693 -2.2785 0.3804
N1 -0.0369 -0.3683 -0.6571
N2 0.0083 -0.6073 1.4869
S1 -0.5861 -0.7396 -2.1604


Run 4
Computed, not measured: the molecule C3H4N2S, with the ωB97M-V functional and the def2-TZVPD basis.

Values from the calculation:
LUMO energy, eV: -0.635
2S+1: 1
Orbital gap, hartree: 0.331
E_HOMO, eV: -9.63
Molecular weight, g mol⁻¹: 100.1

Geometry (Å):
C1 0.1146 1.6194 -1.0195
C2 -0.4148 -0.2608 0.7606
C3 0.6044 -1.1700 0.1734
N1 0.8154 2.0228 -1.8140
N2 -0.6518 1.1218 -0.0208
S1 -1.3876 -0.4312 2.0119
H1 1.2859 -0.5493 -0.4538
H2 1.2140 -1.8256 0.7969
H3 0.0910 -2.0275 -0.4038
H4 -1.6711 1.5005 -0.0308


Pick run 1: it beats the second-best structure by 0.0183 hartree.


Run 1
Computed, not measured: the molecule C19H20N2O5S, with the ωB97M-V functional and the def2-TZVPD basis.

Values from the calculation:
LUMO energy, eV: -0.477
2S+1: 1
Orbital gap, hartree: 0.308
E_HOMO, eV: -8.86
Molecular weight, g mol⁻¹: 388.4

Geometry (Å):
O1 -2.2142 1.1277 -1.7744
C1 -2.1491 -0.0675 -1.9698
N1 -1.0338 -0.7237 -2.3196
H1 -1.0275 -1.7335 -2.2968
C2 0.2552 -0.0710 -2.4163
C3 1.2473 -0.6427 -1.4071
H2 0.7730 -0.6663 -0.4246
H3 1.4964 -1.6723 -1.6735
C4 2.5215 0.2075 -1.3408
C5 3.3624 -0.1893 -0.1604
C6 3.4254 0.6283 0.9606
C7 4.1649 0.2515 2.0681
C8 4.8508 -0.9509 2.0684
C9 4.7988 -1.7703 0.9533
C10 4.0593 -1.3913 -0.1525
H4 4.0274 -2.0321 -1.0225
H5 5.3382 -2.7066 0.9453
H6 5.4287 -1.2464 2.9318
H7 4.2082 0.8989 2.9321
H8 2.9032 1.5747 0.9539
H9 2.2439 1.2583 -1.2471
H10 3.0869 0.0823 -2.2668
H11 0.6390 -0.1872 -3.4352
H12 0.0878 0.9910 -2.2254
C11 -3.3960 -0.9677 -1.8467
H13 -3.2566 -1.9130 -2.3798
H14 -4.2646 -0.4292 -2.2270
O2 -3.6933 -1.2235 -0.4764
C12 -2.8684 -2.0183 0.1920
O3 -1.9161 -2.5777 -0.2886
C13 -3.2794 -2.1588 1.6406
H15 -2.4409 -2.5189 2.2365
H16 -4.1000 -2.8744 1.7145
S1 -3.9598 -0.6028 2.3077
C14 -2.8035 0.5804 1.6905
C15 -3.2972 1.8219 1.2960
C16 -2.4457 2.7646 0.7645
C17 -1.0934 2.4651 0.6415
C18 -0.5873 1.2456 1.0769
C19 -1.4428 0.3002 1.5990
H17 -1.0483 -0.6465 1.9342
H18 0.4727 1.0560 1.0049
N2 -0.2074 3.4155 0.0390
O4 -0.6222 4.5353 -0.1663
O5 0.9193 3.0406 -0.2294
H19 -2.8095 3.7167 0.4121
H20 -4.3536 2.0198 1.3836


Run 2
Computed, not measured: the molecule C19H20N2O5S, with the ωB97M-V functional and the def2-TZVPD basis.

Values from the calculation:
LUMO energy, eV: -0.500
2S+1: 1
Orbital gap, hartree: 0.283
E_HOMO, eV: -8.21
Molecular weight, g mol⁻¹: 388.4

Geometry (Å):
C1 -7.2339 -1.8681 0.6083
C2 -6.4971 -1.1057 1.7001
H1 -6.4461 -1.6877 2.6223
H2 -6.9883 -0.1454 1.8886
O1 -5.1354 -0.8648 1.3394
C3 -4.8883 0.1878 0.5590
O2 -5.7256 0.9556 0.1560
C4 -3.4374 0.2912 0.2671
C5 -2.9513 1.2716 -0.4923
C6 -1.5077 1.3826 -0.7854
O3 -0.6544 0.6311 -0.3838
O4 -1.2591 2.4403 -1.5677
C7 0.1059 2.6587 -1.9122
C8 0.9529 2.9511 -0.7118
C9 0.5813 3.7012 0.3615
S1 1.8516 3.7722 1.5157
C10 2.8150 2.7787 0.4494
N1 2.2083 2.4411 -0.6399
C11 4.1798 2.3449 0.8067
H3 4.8567 2.5299 -0.0322
H4 4.5415 2.8851 1.6812
C12 4.2802 0.8302 1.1204
O5 4.9167 0.4461 2.0739
N2 3.6389 0.0746 0.2083
C13 3.5665 -1.3233 0.1182
C14 4.3052 -2.1499 0.9574
C15 4.2275 -3.5244 0.8276
C16 3.4153 -4.0852 -0.1406
C17 2.6804 -3.2614 -0.9758
C18 2.7386 -1.8807 -0.8672
C19 1.9173 -1.0166 -1.7784
H5 2.5424 -0.3125 -2.3295
H6 1.1765 -0.4582 -1.2060
H7 1.3893 -1.6352 -2.5003
H8 2.0437 -3.7002 -1.7311
H9 3.3513 -5.1578 -0.2473
H10 4.8057 -4.1546 1.4864
H11 4.9350 -1.7097 1.7118
H12 3.0881 0.5816 -0.4777
H13 -0.3512 4.1984 0.5346
H14 0.5115 1.7768 -2.4190
H15 0.0916 3.5068 -2.6015
H16 -3.5971 2.0237 -0.9216
H17 -2.7951 -0.4631 0.6977
H18 -8.2441 -2.0904 0.9392
H19 -6.7187 -2.7996 0.3867
H20 -7.2841 -1.2669 -0.2962


Pick run 2: it beats the second-best structure by 0.0969 hartree.


Run 1
Computed, not measured: a 2-piece molecular cluster, C3H8FNO overall, with the ωB97M-V functional and the def2-TZVPD basis.

Values from the calculation:
LUMO energy, eV: 0.272
2S+1: 1
Orbital gap, hartree: 0.336
E_HOMO, eV: -8.86
Molecular weight, g mol⁻¹: 93.1

Geometry (Å):
C1 -0.3703 0.0548 -1.5792
C2 -0.7004 -0.3012 -0.1590
C3 0.5014 -0.2248 0.8066
N1 1.0798 0.8860 1.3151
O1 1.1415 -1.3642 0.6247
F1 -0.8175 -0.6747 2.6323
H1 -1.3573 0.0235 -2.0976
H2 0.3647 -0.5388 -2.1879
H3 -0.2879 1.1545 -1.7480
H4 -1.4428 0.2959 0.3566
H5 -1.1999 -1.2416 -0.2479
H6 1.9571 0.9171 1.7081
H7 0.5033 1.7238 1.4434
H8 1.8620 -1.6204 1.2814


Run 2
Computed, not measured: the molecule C3H8FNO, with the ωB97M-V functional and the def2-TZVPD basis.

Values from the calculation:
LUMO energy, eV: 0.762
2S+1: 1
Orbital gap, hartree: 0.402
E_HOMO, eV: -10.17
Molecular weight, g mol⁻¹: 93.1

Geometry (Å):
C1 -1.8210 0.5497 0.1215
C2 -0.6711 -0.2456 -0.4483
C3 0.7418 0.1420 -0.1510
N1 1.6015 -0.9627 -0.3853
O1 0.7931 0.6056 1.1431
F1 1.4320 1.1415 -0.8786
H1 -2.7997 -0.0721 0.2962
H2 -2.0870 1.3598 -0.6968
H3 -1.5886 1.0261 1.0051
H4 -0.5677 -1.2126 0.0198
H5 -0.7171 -0.2399 -1.5243
H6 2.5857 -0.8084 -0.3456
H7 1.4507 -1.6781 0.2907
H8 1.6473 0.3947 1.5536


Pick run 2: it beats the second-best structure by 0.0600 hartree.


Run 1
Computed, not measured: a 3-piece molecular cluster, C4H12N2O3 overall, with the ωB97M-V functional and the def2-TZVPD basis.

Values from the calculation:
LUMO energy, eV: -0.255
2S+1: 1
Orbital gap, hartree: 0.310
E_HOMO, eV: -8.68
Molecular weight, g mol⁻¹: 136.2

Geometry (Å):
C1 0.6657 1.8317 -0.1299
C2 2.7047 0.8596 0.3002
O1 -0.2513 1.5705 0.7164
H1 -0.8824 0.6926 0.4853
H2 0.6129 1.4071 -1.1287
H3 1.2102 2.7560 0.0276
H4 3.0551 1.4657 -0.5335
H5 3.4024 0.0177 0.3804
H6 2.7500 1.4045 1.2405
C3 -2.6634 -0.8009 -0.6987
N1 -1.4574 -0.6677 0.1168
C4 -0.0939 -1.0482 -0.5720
N2 0.8937 -1.2581 0.2576
O2 -1.6523 -1.2937 1.3890
O3 -0.0814 -0.8295 -1.7739
H7 -1.7239 -2.2470 1.2145
H8 1.7975 -0.0066 0.2055
H9 0.5909 -1.3551 1.2197
H10 -3.5047 -0.3615 -0.1641
H11 -2.4944 -0.2837 -1.6388
H12 -2.8780 -1.8534 -0.9140


Run 2
Computed, not measured: a 3-piece molecular cluster, C4H12N2O3 overall, with the ωB97M-V functional and the def2-TZVPD basis.

Values from the calculation:
LUMO energy (spin up / spin down), eV: 0.666 / 0.665
2S+1: 1
Orbital gap (spin up / spin down), hartree: 0.245 / 0.235
E_HOMO (spin up / spin down), eV: -6.00 / -5.74
Molecular weight, g mol⁻¹: 136.2

Geometry (Å):
C1 0.5571 0.5433 0.4809
C2 0.4473 -0.1168 -0.7418
C3 -1.3066 -1.3537 0.2582
C4 2.1547 1.2132 -1.2300
N1 1.2951 0.1459 1.5246
N2 -2.1275 -0.8700 1.3257
O1 -0.2091 1.6027 0.7043
O2 -0.4166 0.4097 -1.6604
O3 -2.0848 -1.4033 -0.9757
H1 -0.6855 1.7595 -0.1365
H2 -1.2064 -0.2035 -1.6679
H3 -3.0139 -1.3036 -0.7161
H4 1.0122 -1.0118 -0.9457
H5 -0.9341 -2.3612 0.4592
H6 1.4905 0.8213 2.2457
H7 1.9837 -0.5713 1.3732
H8 -2.1746 -1.4778 2.1325
H9 -1.9188 0.0737 1.6275
H10 3.0654 0.7961 -0.8026
H11 2.0704 1.0524 -2.3003
H12 2.0016 2.2549 -0.9550


Pick run 1: it beats the second-best structure by 0.0037 hartree.


Run 1
Computed, not measured: a 2-piece molecular cluster, ClNO2S overall, with the ωB97M-V functional and the def2-TZVPD basis.

Values from the calculation:
LUMO energy (spin up / spin down), eV: -5.358 / -5.352
2S+1: 1
Orbital gap (spin up / spin down), hartree: 0.220 / 0.219
E_HOMO (spin up / spin down), eV: -11.33 / -11.32
Molecular weight, g mol⁻¹: 113.5

Geometry (Å):
N1 -0.2040 -1.1219 -0.2465
O1 2.0713 -0.2733 0.2944
O2 0.2664 1.3988 -0.1208
S1 0.7120 0.0463 -0.0105
Cl1 -2.8457 -0.0499 0.0833


Run 2
Computed, not measured: a 2-piece molecular cluster, ClNO2S overall, with the ωB97M-V functional and the def2-TZVPD basis.

Values from the calculation:
LUMO energy (spin up / spin down), eV: -1.993 / -1.379
2S+1: 1
Orbital gap (spin up / spin down), hartree: 0.258 / 0.293
E_HOMO (spin up / spin down), eV: -9.02 / -9.35
Molecular weight, g mol⁻¹: 113.5

Geometry (Å):
N1 1.3895 -0.0363 -0.1336
O1 2.4509 0.3426 -0.2803
O2 0.4399 0.1309 0.5588
S1 -1.6992 -1.0675 -0.2943
Cl1 -2.5811 0.6303 0.1494


Pick run 2: it beats the second-best structure by 0.0505 hartree.


Run 1
Computed, not measured: a 2-piece molecular cluster, CH4FNS overall, with the ωB97M-V functional and the def2-TZVPD basis.

Values from the calculation:
LUMO energy, eV: -1.294
2S+1: 1
Orbital gap, hartree: 0.371
E_HOMO, eV: -11.40
Molecular weight, g mol⁻¹: 81.1

Geometry (Å):
C1 -0.1751 0.6477 0.6967
N1 -3.0983 -0.0074 -1.6044
F1 -3.2799 -0.7781 0.9161
S1 -3.2035 0.5215 -0.2777
H1 -1.3995 0.6758 0.7180
H2 0.2207 0.2837 1.7064
H3 0.3981 1.5362 0.4507
H4 -0.0054 -0.0348 -0.1133


Run 2
Computed, not measured: the molecule CH4FNS, with the ωB97M-V functional and the def2-TZVPD basis.

Values from the calculation:
LUMO energy, eV: 0.789
2S+1: 1
Orbital gap, hartree: 0.349
E_HOMO, eV: -8.72
Molecular weight, g mol⁻¹: 81.1

Geometry (Å):
C1 0.6594 -0.0351 0.6442
N1 -0.5925 0.3580 -0.0927
F1 -0.5860 -1.1404 -2.1220
S1 -0.7500 0.4714 -1.6742
H1 1.0987 -0.9289 0.1729
H2 1.2470 0.8222 0.6655
H3 0.2911 -0.0897 1.7387
H4 -1.3677 0.5425 0.6675


Pick run 2: it beats the second-best structure by 0.0380 hartree.